ORCA calculation (ωB97M-V/def2-TZVPD) on 7 unconnected molecules or ions with the total composition C22H36N2O14.

Element x y z (Å)
O: -4.242 -0.067 0.066
O: -0.317 -1.092 -1.648
O: 4.938 -4.796 1.822
O: -6.294 0.114 -0.706
O: 2.599 0.215 2.836
O: -2.876 5.487 2.704
O: -1.448 -6.439 -1.393
O: -0.558 -0.232 0.283
O: 2.463 2.310 -3.213
O: 5.799 -4.039 0.012
O: 3.508 4.094 -2.373
O: -2.762 3.601 1.567
O: 0.348 -6.644 -0.083
O: 2.766 -1.733 1.745
N: 0.071 -0.441 -0.713
N: 4.840 -4.344 0.700
C: -2.085 5.464 0.355
C: -2.604 4.926 1.672
C: -0.279 -6.022 -0.893
C: -1.219 -4.132 -1.937
C: 3.508 -4.233 0.084
C: 0.108 -4.741 -1.567
C: 0.269 3.175 -3.436
C: -5.807 0.774 1.604
C: -2.062 -5.431 -2.191
C: -4.503 0.540 2.368
C: 4.645 -0.944 3.042
C: 3.293 -0.869 2.396
C: -2.465 3.100 0.258
C: -5.530 0.303 0.200
C: 4.423 -0.074 4.285
C: 2.536 3.620 -2.870
C: 1.183 1.982 -3.764
C: 1.217 4.315 -3.120
C: -2.422 4.351 -0.623
C: -3.573 -0.132 1.331
C: 3.384 0.936 3.789
C: 1.539 -0.188 -0.684
H: 5.427 -0.598 2.368
H: 0.823 4.867 -2.273
H: 0.794 -4.130 -0.989
H: -1.657 -3.592 -1.096
H: -1.485 2.618 0.246
H: 1.164 1.903 -4.855
H: -1.260 -3.463 -2.793
H: -1.019 5.657 0.513
H: 3.589 -4.570 -0.944
H: 0.870 1.017 -3.373
H: -3.117 -5.218 -2.026
H: -4.606 -0.149 3.205
H: -3.176 2.389 -0.158
H: 0.628 -5.077 -2.474
H: 2.823 -4.813 0.694
H: -3.421 4.608 -0.973
H: 3.225 -3.186 0.098
H: 4.118 -0.737 5.098
H: 2.043 -1.148 -0.730
H: -6.100 1.823 1.658
H: 4.750 -1.988 3.328
H: 1.834 0.349 -1.581
H: 5.345 0.326 4.713
H: 3.826 1.781 3.257
H: -2.596 0.337 1.263
H: -6.668 0.266 2.037
H: 2.824 1.295 4.651
H: -2.552 6.388 0.025
H: -4.120 1.467 2.790
H: -1.665 4.274 -1.400
H: -0.343 2.871 -2.581
H: -3.328 -1.130 1.695
H: 1.777 0.312 0.247
H: 1.268 4.959 -3.998
H: -2.012 -5.693 -3.250
H: -0.393 3.270 -4.295

Atoms 1-3, force components in eV/Å:
0.8 -0.3 0.4
-0.7 0.0 -1.3
-0.4 0.2 0.1

Its SMILES is C[N+](=O)[O-].C[N+](=O)[O-].O=C1CCCO1.O=C1CCCO1.O=C1CCCO1.O=C1CCCO1.O=C1CCCO1. The charge is 0. For the HOMO-LUMO gap, the calculation gives 0.3735 Eh. Its electronic energy is -55037.556 eV. As for the HOMO energy: -10.3 eV.